Record 1
ORCA calculation (ωB97M-V with the def2-TZVPD basis set) on an isolated molecule of C18H15ClN2O2.

Last column: Löwdin charge in e.
Geometry (Å):
C1 -6.41 -2.12 -0.67  -0.062
C2 -5.14 -1.58 -0.06  -0.289
C3 -5.14 -1.02 1.33  -0.055
C4 -5.00 -0.09 0.15  -0.164
C5 -3.72 0.56 -0.11  -0.226
C6 -3.43 1.79 -0.65  0.007
C7 -2.04 1.90 -0.68  0.026
C8 -1.54 0.72 -0.15  -0.232
C9 -0.23 0.24 0.08  0.088
C10 0.95 0.86 -0.17  -0.132
C11 1.05 2.15 -0.72  -0.214
N1 1.19 3.21 -1.15  0.179
C12 2.21 0.14 0.16  -0.474
O1 2.21 -0.95 0.69  0.043
N2 3.35 0.82 -0.18  0.119
C13 4.65 0.34 0.04  -0.250
C14 5.57 1.15 0.71  -0.017
C15 6.85 0.70 0.95  -0.085
C16 7.24 -0.56 0.53  -0.086
C17 6.35 -1.36 -0.16  -0.102
C18 5.06 -0.91 -0.42  -0.579
Cl1 4.01 -1.89 -1.37  0.754
O2 -2.58 -0.09 0.19  0.101
H1 -7.28 -1.57 -0.31  0.079
H2 -6.54 -3.17 -0.40  0.078
H3 -6.38 -2.05 -1.75  0.078
H4 -4.25 -2.10 -0.37  0.141
H5 -4.27 -1.18 1.94  0.109
H6 -6.08 -0.99 1.87  0.108
H7 -5.85 0.53 -0.11  0.150
H8 -4.14 2.52 -0.98  0.113
H9 -1.46 2.73 -1.03  0.100
H10 -0.16 -0.76 0.51  0.142
H11 3.26 1.80 -0.42  0.128
H12 5.25 2.13 1.04  0.116
H13 7.55 1.34 1.47  0.103
H14 8.24 -0.92 0.72  0.104
H15 6.64 -2.33 -0.52  0.104

## Properties
Orbital gap in eV: 7.556
SMILES: C[C@@H]1C[C@H]1c1ccc(/C=C(\C#N)C(=O)Nc2ccccc2Cl)o1
Energy above the lowest of the compared OMol25 structures with the same formula, charge and spin in kcal/mol: 21.9

Record 2
ORCA calculation (ωB97M-V with the def2-TZVPD basis set) on a cluster of 2 separate species, C3H8NS in total.

Last column: Löwdin charge in e.
Geometry (Å):
C1 0.72 2.73 1.20  -0.807
S1 0.91 4.54 1.37  -0.099
H1 1.71 2.29 1.27  -0.042
H2 -0.08 2.35 1.84  -0.032
H3 0.37 2.38 0.19  -0.018
C2 -1.54 -1.67 -1.10  -0.053
C3 -0.45 -1.35 -0.34  -0.260
N1 0.72 -2.00 -0.71  0.016
H4 -1.47 -2.47 -1.78  0.019
H5 -2.51 -1.35 -0.81  0.021
H6 -0.73 -0.85 0.56  0.098
H7 0.71 -2.74 -1.41  0.083
H8 1.62 -1.85 -0.30  0.075

## Properties
Charge: -1
Orbital gap in eV: 5.106
Energy above the lowest of the compared OMol25 structures with the same formula, charge and spin in kcal/mol: 43.8

Record 3
ORCA calculation (ωB97M-V with the def2-TZVPD basis set) on a cluster of 4 separate species, C26H49N2O10PS3 in total.

Last column: Löwdin charge in e.
Geometry (Å):
C1 -3.80 -2.08 4.72  -0.100
C2 -2.71 -2.42 3.68  -0.191
C3 -1.98 -1.19 3.13  -0.173
C4 -1.83 -0.09 4.02  -0.031
C5 -1.20 1.01 3.59  -0.031
C6 -0.66 1.13 2.31  -0.237
N1 -0.03 2.30 1.97  0.151
C7 0.45 2.27 0.77  -0.149
C8 0.37 1.14 -0.12  -0.422
P1 1.14 1.23 -1.76  0.998
C9 2.33 2.63 -1.88  -0.396
C10 3.39 2.76 -0.73  -0.154
C11 1.89 -0.38 -2.22  -0.392
C12 2.95 -0.97 -1.23  -0.138
N2 -0.26 0.04 0.19  0.139
C13 -0.79 0.04 1.45  -0.180
C14 -1.47 -1.13 1.88  -0.124
C15 -1.62 -2.29 0.89  -0.132
C16 -0.92 -3.59 1.35  -0.154
C17 0.47 -3.71 0.67  -0.234
O1 1.52 -3.22 1.52  -0.089
H1 -4.41 -1.22 4.44  0.080
H2 -3.32 -1.93 5.69  0.069
H3 -4.42 -2.97 4.84  0.073
H4 -1.94 -2.99 4.22  0.117
H5 -3.05 -3.06 2.87  0.099
H6 -2.20 -0.12 5.04  0.108
H7 -1.09 1.86 4.26  0.119
H8 0.98 3.15 0.41  0.099
H9 2.88 2.53 -2.83  0.072
H10 1.79 3.58 -1.92  0.051
H11 3.45 1.89 -0.08  0.046
H12 3.15 3.61 -0.08  0.059
H13 4.38 2.94 -1.17  0.065
H14 2.38 -0.25 -3.19  0.068
H15 1.07 -1.10 -2.27  0.057
H16 2.52 -1.69 -0.53  0.044
H17 3.72 -1.47 -1.82  0.066
H18 3.46 -0.21 -0.63  0.046
H19 -2.70 -2.50 0.84  0.115
H20 -1.32 -2.00 -0.11  0.097
H21 -1.51 -4.42 0.94  0.116
H22 -0.88 -3.72 2.43  0.099
H23 0.65 -4.76 0.41  0.114
H24 0.46 -3.15 -0.27  0.100
H25 1.07 -2.88 2.30  0.079
C18 0.52 7.03 -6.94  -0.075
C19 0.08 7.63 -5.62  -0.256
O2 -0.94 6.84 -4.98  -0.263
S1 -0.50 5.50 -4.24  0.563
C20 -2.00 5.22 -3.37  -0.115
O3 0.54 5.81 -3.30  -0.286
O4 -0.33 4.47 -5.21  -0.272
H26 1.04 6.09 -6.79  0.071
H27 1.19 7.72 -7.46  0.080
H28 -0.34 6.83 -7.58  0.085
H29 0.92 7.77 -4.94  0.114
H30 -0.37 8.61 -5.79  0.121
H31 -2.16 6.03 -2.66  0.078
H32 -1.90 4.27 -2.85  0.061
H33 -2.82 5.17 -4.08  0.081
C21 4.26 -4.59 1.41  -0.076
C22 5.28 -4.93 2.48  -0.246
O5 5.08 -6.25 3.02  -0.264
S2 5.57 -7.49 2.15  0.566
C23 5.45 -8.71 3.41  -0.125
O6 6.95 -7.30 1.80  -0.275
O7 4.60 -7.78 1.14  -0.275
H34 4.42 -5.20 0.52  0.075
H35 4.35 -3.54 1.11  0.080
H36 3.25 -4.77 1.76  0.065
H37 6.30 -4.82 2.12  0.114
H38 5.16 -4.25 3.32  0.121
H39 6.17 -8.47 4.20  0.073
H40 5.69 -9.67 2.97  0.076
H41 4.44 -8.72 3.80  0.074
C24 -2.96 3.07 0.03  -0.055
C25 -3.57 1.74 0.34  -0.248
O8 -5.00 1.71 0.15  -0.254
S3 -5.54 1.61 -1.35  0.566
C26 -7.21 1.23 -0.95  -0.123
O9 -4.93 0.48 -1.98  -0.270
O10 -5.49 2.91 -1.95  -0.278
H42 -3.02 3.30 -1.03  0.058
H43 -1.91 3.05 0.32  0.056
H44 -3.46 3.88 0.56  0.095
H45 -3.09 0.95 -0.24  0.115
H46 -3.40 1.52 1.40  0.119
H47 -7.24 0.26 -0.45  0.074
H48 -7.77 1.19 -1.88  0.076
H49 -7.61 2.01 -0.30  0.074

## Properties
Orbital gap in eV: 7.261
SMILES: CCc1ccc2ncc(P(CC)CC)nc2c1CCCO.CCOS(C)(=O)=O.CCOS(C)(=O)=O.CCOS(C)(=O)=O

Record 4
ORCA calculation (ωB97M-V with the def2-TZVPD basis set) on a structure of composition C22H36BHgO8.

Last column: Löwdin charge in e.
Geometry (Å):
Hg1 -14.72 -7.44 4.46  1.024
C1 -13.28 -9.76 1.38  -0.210
C2 -14.77 -9.48 1.18  -0.198
O1 -15.11 -8.13 1.34  -0.175
C3 -14.81 -7.30 0.23  -0.185
C4 -13.76 -6.24 0.53  -0.199
O2 -14.19 -5.48 1.62  -0.162
C5 -13.56 -4.25 1.83  -0.213
C6 -13.96 -3.75 3.20  -0.201
O3 -13.30 -4.37 4.27  -0.163
C7 -11.88 -4.19 4.31  -0.188
C8 -11.09 -5.47 4.15  -0.202
O4 -11.58 -6.46 5.04  -0.188
C9 -10.59 -7.37 5.50  -0.205
C10 -11.26 -8.53 6.22  -0.188
O5 -12.08 -9.40 5.46  -0.161
C11 -11.43 -10.14 4.48  -0.207
C12 -11.65 -9.58 3.07  -0.191
O6 -13.01 -9.76 2.75  -0.176
H1 -12.65 -8.99 0.89  0.116
H2 -13.01 -10.74 0.90  0.138
H3 -15.34 -10.00 1.96  0.137
H4 -15.07 -9.88 0.20  0.127
H5 -15.75 -6.80 -0.01  0.133
H6 -14.47 -7.89 -0.63  0.129
H7 -13.63 -5.63 -0.39  0.135
H8 -12.79 -6.71 0.77  0.123
H9 -13.87 -3.53 1.03  0.139
H10 -12.44 -4.36 1.80  0.125
H11 -15.02 -3.96 3.34  0.133
H12 -13.83 -2.66 3.20  0.126
H13 -11.67 -3.75 5.29  0.133
H14 -11.55 -3.52 3.52  0.121
H15 -10.02 -5.23 4.35  0.137
H16 -11.14 -5.84 3.13  0.115
H17 -9.89 -6.88 6.18  0.129
H18 -10.01 -7.74 4.65  0.112
H19 -11.93 -8.12 6.99  0.133
H20 -10.49 -9.09 6.77  0.127
H21 -11.81 -11.17 4.49  0.136
H22 -10.33 -10.19 4.72  0.136
H23 -10.96 -10.14 2.39  0.134
H24 -11.43 -8.49 3.03  0.122
C13 -20.27 -3.57 8.32  -0.080
C14 -20.97 -3.85 7.01  -0.569
C15 -22.39 -4.37 7.30  -0.035
C16 -20.93 -2.55 6.21  -0.047
C17 -20.22 -4.88 6.20  -0.203
C18 -20.65 -5.15 4.92  -0.047
C19 -19.87 -5.85 4.00  0.034
C20 -18.71 -6.39 4.50  -0.210
O7 -17.74 -7.13 3.87  0.110
B1 -16.85 -7.46 4.85  -0.724
O8 -17.21 -6.91 6.08  0.091
C21 -18.35 -6.22 5.84  -0.203
C22 -19.03 -5.40 6.70  0.069
H25 -20.79 -2.82 8.91  0.082
H26 -19.24 -3.23 8.21  0.089
H27 -20.20 -4.47 8.95  0.088
H28 -22.96 -3.60 7.81  0.081
H29 -22.29 -5.28 7.91  0.095
H30 -22.94 -4.59 6.38  0.078
H31 -21.44 -1.73 6.73  0.088
H32 -21.40 -2.67 5.23  0.075
H33 -19.91 -2.28 6.01  0.088
H34 -21.57 -4.71 4.58  0.106
H35 -20.16 -6.00 2.96  0.122
H36 -18.67 -5.27 7.70  0.114

## Properties
Orbital gap (alpha / beta) in eV: 5.942 / 8.691
Spin multiplicity: 2

Record 5
ORCA calculation (ωB97M-V with the def2-TZVPD basis set) on the ion C6H8NO with charge +1.

Last column: Löwdin charge in e.
Geometry (Å):
C1 -2.00 -0.76 -0.07  -0.075
C2 -1.27 -1.33 0.79  0.198
C3 -0.58 1.47 0.09  0.015
C4 -1.03 0.36 -0.57  -0.173
C5 0.86 1.19 0.48  -0.039
C6 0.90 -0.29 0.05  -0.286
N1 0.14 -0.31 -1.12  0.118
O1 2.06 -1.10 0.05  0.103
H1 -3.01 -0.95 -0.59  0.153
H2 -0.72 -1.77 1.60  0.094
H3 -1.15 2.26 0.62  0.147
H4 1.57 1.64 -0.19  0.137
H5 0.96 1.31 1.49  0.110
H6 -0.11 -1.24 -1.49  0.212
H7 0.63 0.30 -1.74  0.187
H8 2.73 -0.77 0.61  0.096

## Properties
Charge: +1
Orbital gap (alpha / beta) in eV: 8.127 / 8.114
Energy above the lowest of the compared OMol25 structures with the same formula, charge and spin in kcal/mol: 124.4

Record 6
ORCA calculation (ωB97M-V with the def2-TZVPD basis set) on a cluster of 2 separate species, C6H2Cl2NO2 in total.

Last column: Löwdin charge in e.
Geometry (Å):
C1 -0.59 1.17 1.21  0.048
C2 0.15 0.03 1.74  -0.030
C3 -1.27 0.78 0.16  0.176
C4 -0.63 -1.38 0.11  -0.729
C5 -1.41 -0.30 -0.59  -0.618
C6 2.14 0.68 -1.77  -0.410
N1 0.08 -1.11 1.16  0.094
O1 3.06 1.27 -2.06  0.284
O2 1.29 -0.07 -1.57  0.187
Cl1 -2.29 -0.71 -1.99  0.825
Cl2 -0.64 -2.91 -0.55  0.874
H1 -0.63 2.17 1.54  0.134
H2 0.73 0.36 2.61  0.164

## Properties
Charge: +1
Orbital gap (alpha / beta) in eV: 6.576 / 6.577

Record 7
ORCA calculation (ωB97M-V with the def2-TZVPD basis set) on a structure of composition C5H10NO.

Last column: Löwdin charge in e.
Geometry (Å):
C1 0.64 -0.90 1.81  0.199
C2 -0.27 0.00 2.01  0.150
C3 0.19 0.89 -1.62  -0.005
C4 -1.51 -1.20 -0.20  0.046
C5 0.56 0.90 -0.12  -0.394
N1 0.02 -0.27 0.61  -0.021
O1 1.90 0.81 0.16  0.065
H1 1.57 -1.42 1.81  0.147
H2 -0.97 0.51 2.66  0.165
H3 -0.80 1.25 -1.90  0.093
H4 1.02 1.45 -2.24  0.145
H5 0.11 -0.15 -1.94  0.056
H6 -1.24 -1.23 -1.30  0.060
H7 -1.57 -2.12 0.32  0.022
H8 -2.28 -0.52 0.00  0.016
H9 0.33 1.83 0.33  0.156
H10 2.29 0.18 -0.40  0.100

## Properties
Charge: +1
Orbital gap (alpha / beta) in eV: 5.701 / 7.979
Spin multiplicity: 3
Energy above the lowest of the compared OMol25 structures with the same formula, charge and spin in kcal/mol: 138.9